{
  "formula": "C42H50AsMoN2S4",
  "method": "wB97M-V/def2-TZVPD",
  "s2": 2.0400,
  "gap_ev": [6.600, 6.997],
  "total_energy_ha": -5636.79839,
  "e_homo_ev": [-4.029, -4.427],
  "e_lumo_ev": [2.571, 2.570],
  "multiplicity": 3,
  "total_charge": -1,
  "symbols": ["Mo", "S", "S", "S", "S", "C", "C", "C", "C", "C", "C", "C", "C", "C", "C", "C", "C", "N", "H", "H", "H", "H", "H", "H", "H", "H", "H", "H", "H", "H", "H", "H", "H", "H", "H", "C", "C", "C", "C", "C", "C", "As", "C", "C", "C", "C", "C", "C", "C", "C", "C", "C", "C", "C", "H", "H", "H", "H", "H", "H", "H", "H", "H", "H", "H", "H", "H", "H", "H", "C", "C", "C", "C", "C", "C", "C", "C", "N", "C", "C", "C", "C", "H", "H", "H", "H", "H", "H", "H", "H", "H", "H", "H", "H", "H", "H", "H", "H", "H", "H"],
  "coordinates": [[-1.42892, -0.71344, -0.20987], [-0.46292, -0.75998, 2.18347], [-0.55259, -2.70734, 2.90097], [-2.18100, -3.44197, 1.90414], [-1.59261, -3.19437, -0.06503], [-3.48952, 1.05886, -2.86001], [-3.42618, -0.29829, -3.56748], [-4.04792, -1.42370, -2.73784], [-2.03883, -0.61706, -4.10762], [-1.89424, -0.66956, -5.49126], [-0.67439, -0.93146, -6.08991], [0.43208, -1.14690, -5.28855], [0.35162, -1.11204, -3.89829], [1.64373, -1.32848, -3.12899], [1.59858, -2.47958, -2.12532], [2.14371, -0.03373, -2.48892], [-0.89836, -0.84339, -3.30381], [-1.03851, -0.78338, -1.91739], [-4.49774, 1.24510, -2.47837], [-3.23114, 1.86400, -3.55350], [-2.80450, 1.11253, -2.01724], [-4.05304, -0.20911, -4.46032], [-3.54147, -1.58276, -1.78785], [-4.02028, -2.37097, -3.28289], [-5.09277, -1.18120, -2.51990], [-2.77033, -0.49552, -6.10602], [-0.58788, -0.96356, -7.16956], [1.39606, -1.35056, -5.74228], [2.37746, -1.60464, -3.89254], [0.94117, -2.26134, -1.28683], [2.60154, -2.66427, -1.72987], [1.24318, -3.39967, -2.59542], [1.47963, 0.28682, -1.68792], [2.20580, 0.76656, -3.23190], [3.13706, -0.17918, -2.05568], [7.38073, 0.33366, -0.46621], [6.35879, 1.24508, -0.69526], [5.09197, 1.01414, -0.17729], [4.82217, -0.11062, 0.60394], [5.84987, -1.03143, 0.80125], [7.11760, -0.80910, 0.27402], [2.94970, -0.41556, 1.17154], [3.18118, -2.08357, 2.14717], [4.04000, -2.23808, 3.23666], [4.19760, -3.47726, 3.83732], [3.50011, -4.57941, 3.35020], [2.63521, -4.43097, 2.27876], [2.46951, -3.18386, 1.68394], [2.83636, 0.84160, 2.67612], [3.15442, 2.18090, 2.46100], [2.95712, 3.13166, 3.45399], [2.41907, 2.75723, 4.67698], [2.08057, 1.42904, 4.89479], [2.28544, 0.47979, 3.90245], [8.36812, 0.50613, -0.87632], [6.53969, 2.13026, -1.29351], [4.30065, 1.71609, -0.41368], [5.66941, -1.93466, 1.36759], [7.90046, -1.53921, 0.44393], [4.58929, -1.38373, 3.61605], [4.86289, -3.58417, 4.68577], [3.62343, -5.54726, 3.82089], [2.06224, -5.27448, 1.91489], [1.75439, -3.07085, 0.87794], [3.55168, 2.50533, 1.50797], [3.21246, 4.16770, 3.26438], [2.24918, 3.49770, 5.44931], [1.63795, 1.12689, 5.83608], [1.98498, -0.54464, 4.07796], [-6.61861, 2.96094, 0.83064], [-5.60980, 1.83974, 0.80020], [-6.03583, 0.51593, 0.86889], [-5.10767, -0.52184, 0.88616], [-5.53829, -1.95410, 1.04193], [-3.76280, -0.19887, 0.80317], [-3.29413, 1.12379, 0.62225], [-4.25999, 2.14430, 0.67824], [-1.95889, 1.22447, 0.31479], [-1.18838, 2.47009, 0.45124], [-1.19261, 2.95522, 1.90342], [-1.68166, 3.58348, -0.49747], [0.24329, 2.14681, 0.03958], [-7.63187, 2.57575, 0.95036], [-6.58793, 3.54639, -0.09143], [-6.41728, 3.64583, 1.65763], [-7.09546, 0.29376, 0.94379], [-6.60223, -2.06138, 0.82436], [-5.35587, -2.30453, 2.05989], [-4.97292, -2.60903, 0.37647], [-3.08412, -1.02334, 1.07480], [-3.97041, 3.17986, 0.58854], [-2.20855, 3.15474, 2.25112], [-0.61430, 3.88056, 1.99376], [-0.75050, 2.20085, 2.55644], [-2.48324, 4.18473, -0.06974], [-2.03271, 3.15673, -1.44029], [-0.85751, 4.26575, -0.72136], [0.64664, 1.31874, 0.62585], [0.88337, 3.02000, 0.19417], [0.27961, 1.87383, -1.01817]],
  "mulliken_spin": [1.81, 0.04, 0.01, 0.00, 0.03, -0.01, 0.00, 0.03, 0.00, 0.01, -0.02, 0.01, 0.04, 0.00, 0.02, -0.02, 0.04, 0.01, 0.00, 0.00, 0.02, 0.00, -0.01, 0.00, 0.00, 0.00, 0.00, 0.00, 0.00, 0.00, 0.00, 0.00, 0.03, 0.00, 0.00, 0.00, 0.00, 0.00, 0.00, 0.00, 0.00, 0.01, 0.00, 0.00, 0.00, 0.00, 0.00, -0.01, 0.00, 0.00, 0.00, 0.00, 0.00, 0.00, 0.00, 0.00, 0.00, 0.00, 0.00, 0.00, 0.00, 0.00, 0.00, 0.01, 0.00, 0.00, 0.00, 0.00, 0.00, 0.00, 0.02, -0.01, 0.01, -0.01, 0.14, -0.12, -0.01, -0.15, -0.03, 0.01, 0.00, 0.18, 0.00, 0.00, 0.00, 0.00, 0.00, 0.00, 0.00, -0.02, 0.00, 0.00, 0.00, 0.00, 0.00, 0.00, 0.00, -0.08, 0.00, -0.01]
}



{
  "formula": "C42H50BrN6O2RuS2Si",
  "method": "wB97M-V/def2-TZVPD",
  "s2": 0.9031,
  "gap_ev": [5.686, 5.867],
  "total_energy_ha": -5864.24204,
  "e_homo_ev": [-7.432, -7.366],
  "e_lumo_ev": [-1.746, -1.499],
  "multiplicity": 2,
  "symbols": ["Ru", "C", "O", "C", "C", "C", "C", "C", "C", "N", "N", "C", "C", "O", "C", "C", "C", "C", "C", "C", "C", "C", "H", "H", "H", "H", "H", "H", "H", "H", "H", "H", "H", "H", "H", "S", "C", "C", "C", "C", "N", "C", "C", "C", "S", "C", "N", "H", "H", "C", "C", "C", "C", "Si", "Br", "C", "C", "C", "C", "C", "C", "C", "C", "H", "H", "H", "H", "H", "H", "H", "H", "H", "H", "H", "H", "H", "H", "H", "H", "H", "H", "H", "H", "H", "H", "H", "H", "H", "H", "H", "C", "C", "C", "C", "N", "N", "C", "H", "H", "H", "H", "H", "H", "H", "H"],
  "coordinates": [[0.36687, -1.64157, 0.44850], [-1.03521, -0.87882, 3.67178], [-0.08209, -0.51236, 2.69557], [1.14154, -0.05473, 3.09337], [1.55949, 0.09883, 4.40196], [2.81940, 0.62027, 4.68087], [3.65713, 1.01391, 3.64984], [3.26965, 0.84239, 2.33842], [2.02249, 0.27210, 2.02623], [1.63645, 0.00075, 0.74261], [2.40116, 0.38856, -0.21805], [2.21506, 0.32383, -1.52491], [1.11911, -0.36488, -2.17430], [0.21180, -0.99676, -1.52536], [1.06192, -0.33793, -3.58823], [1.99468, 0.30532, -4.35187], [3.11442, 0.92439, -3.75550], [4.12597, 1.52602, -4.52624], [5.22289, 2.08973, -3.92917], [5.35418, 2.06539, -2.53648], [4.36928, 1.50511, -1.76193], [3.23163, 0.92446, -2.34228], [-1.27038, -0.03259, 4.32533], [-0.68593, -1.72693, 4.26861], [-1.92811, -1.16945, 3.11647], [0.91792, -0.19189, 5.21736], [3.14200, 0.71038, 5.70626], [4.62708, 1.43845, 3.86833], [3.92319, 1.11633, 1.52505], [0.22236, -0.83694, -4.04878], [1.89259, 0.32762, -5.42665], [4.02377, 1.52712, -5.60276], [5.99647, 2.54657, -4.52842], [6.23707, 2.47925, -2.07234], [4.45646, 1.48309, -0.68697], [-1.55731, -2.97101, 0.07631], [-0.71450, -4.48106, 0.20800], [-1.07771, -5.53632, -0.62572], [-0.41648, -6.75204, -0.56497], [-0.77133, -7.79065, -1.45150], [-1.06214, -8.62660, -2.18006], [0.61520, -6.94309, 0.38299], [0.94846, -5.91389, 1.25126], [0.31204, -4.67582, 1.16653], [0.74918, -3.39915, 2.25052], [1.30756, -8.17271, 0.41749], [1.88790, -9.16147, 0.42542], [-1.86687, -5.38698, -1.34365], [1.72338, -6.05273, 1.98872], [-2.73042, 3.65719, 2.55547], [-2.37568, 4.08185, 1.12677], [-0.85566, 4.28488, 1.10958], [-3.04651, 5.42728, 0.83846], [-2.94036, 2.71332, -0.15665], [-1.41320, 1.03801, 0.24040], [-2.69209, 3.20725, -2.03067], [-2.55195, 1.96927, -2.92356], [-3.87067, 4.04871, -2.52959], [-1.41110, 4.02362, -2.23125], [-4.65338, 1.85184, 0.24189], [-5.09292, 0.94072, -0.90950], [-5.75285, 2.89004, 0.48046], [-4.56002, 0.95024, 1.47861], [-2.31396, 4.36990, 3.26691], [-2.30808, 2.68048, 2.77942], [-3.80460, 3.62687, 2.71298], [-0.57952, 5.02618, 1.85929], [-0.49647, 4.63860, 0.15041], [-0.33518, 3.36203, 1.35042], [-2.76855, 6.15117, 1.60388], [-4.12988, 5.34267, 0.83475], [-2.73214, 5.82766, -0.12154], [-3.45047, 1.36294, -2.93159], [-1.71964, 1.34712, -2.60405], [-2.35459, 2.28117, -3.94918], [-4.79867, 3.48412, -2.51769], [-3.68988, 4.36626, -3.55589], [-4.00711, 4.94009, -1.92249], [-0.54108, 3.48392, -1.86451], [-1.46731, 4.99051, -1.73938], [-1.25969, 4.20805, -3.29477], [-5.33208, 1.50590, -1.80579], [-5.98962, 0.39300, -0.62039], [-4.32299, 0.20929, -1.14300], [-5.86605, 3.55589, -0.37093], [-5.54428, 3.49264, 1.36025], [-6.70570, 2.38706, 0.64242], [-3.84434, 0.14829, 1.31964], [-5.53101, 0.49249, 1.66638], [-4.27334, 1.49774, 2.36932], [4.92217, -3.91917, 2.46111], [4.05937, -3.67024, 1.28058], [3.70352, -4.46986, 0.21343], [2.82899, -3.69483, -0.56647], [2.66250, -2.50123, -0.00798], [3.42366, -2.49633, 1.09832], [2.17780, -4.02932, -1.85987], [5.47971, -4.84282, 2.33659], [4.31021, -3.99613, 3.35982], [5.62405, -3.09926, 2.60058], [4.00187, -5.48157, 0.02534], [3.46661, -1.67790, 1.69001], [2.21692, -5.09918, -2.04632], [2.68753, -3.50702, -2.67050], [1.13845, -3.69288, -1.85762]],
  "mulliken_spin": [0.97, -0.01, 0.06, 0.00, -0.01, 0.01, 0.00, 0.01, -0.03, 0.02, 0.00, 0.00, -0.03, 0.03, 0.01, -0.01, 0.00, -0.01, 0.01, 0.00, 0.00, 0.01, 0.00, 0.00, 0.00, 0.00, 0.00, 0.00, 0.00, 0.00, 0.00, 0.00, 0.00, 0.00, 0.00, -0.03, 0.02, 0.00, 0.00, 0.00, 0.00, 0.00, 0.00, 0.00, -0.04, 0.00, 0.00, 0.00, 0.00, 0.00, 0.00, 0.00, 0.00, 0.00, 0.02, 0.00, 0.00, 0.00, 0.00, 0.00, 0.00, 0.00, 0.00, 0.00, 0.00, 0.00, 0.00, 0.00, 0.00, 0.00, 0.00, 0.00, 0.00, 0.00, 0.00, 0.00, 0.00, 0.00, 0.00, 0.00, 0.00, 0.00, 0.00, 0.00, 0.00, 0.00, 0.00, 0.00, 0.00, 0.00, 0.00, 0.00, 0.00, 0.00, -0.01, 0.00, 0.00, 0.00, 0.00, 0.00, 0.00, 0.00, 0.00, 0.00, 0.00]
}